[1]
{"formula": "C5H12NS", "method": "the ωB97M-V functional and the def2-TZVPD basis", "spin_multiplicity": 2, "energy_ev": -17702.878, "gap_ev": [10.198, 7.049], "lumo_ha": [0.036, -0.071], "largest_force_ha_per_bohr": 0.036, "e_homo_ev": [-9.205, -8.969], "e_above_lowest_ev": 0.601, "species": ["C", "C", "S", "C", "N", "C", "C", "H", "H", "H", "H", "H", "H", "H", "H", "H", "H", "H", "H"], "positions_angstrom": [[-1.22, -0.01, 0.00], [-0.81, -1.44, 0.26], [-2.04, -2.48, 1.15], [-0.19, 1.09, 0.29], [0.78, 1.15, -0.87], [2.04, 1.74, -0.44], [3.06, 2.28, -1.46], [-1.41, 0.15, -1.07], [-2.17, 0.34, 0.42], [-0.73, -1.97, -0.69], [0.11, -1.46, 0.84], [-0.68, 2.05, 0.25], [0.41, 0.93, 1.19], [0.91, 0.17, -1.11], [2.63, 1.16, 0.31], [1.69, 2.55, 0.22], [3.70, 2.91, -0.85], [2.58, 2.82, -2.27], [3.63, 1.42, -1.80]]}

=====

[2]
{"formula": "C19H26N4O3", "method": "the ωB97M-V functional and the def2-TZVPD basis", "energy_ev": -32228.495, "gap_ev": 9.571, "lumo_ha": -0.003, "largest_force_ha_per_bohr": 0.000, "e_homo_ev": -9.663, "e_above_lowest_ev": 2.067, "species": ["C", "O", "C", "C", "O", "N", "C", "C", "C", "C", "C", "C", "C", "C", "N", "C", "O", "C", "C", "N", "C", "C", "C", "N", "C", "C", "H", "H", "H", "H", "H", "H", "H", "H", "H", "H", "H", "H", "H", "H", "H", "H", "H", "H", "H", "H", "H", "H", "H", "H", "H", "H"], "positions_angstrom": [[1.16, -2.70, 1.65], [0.30, -1.73, 1.08], [-0.16, -0.68, 1.92], [-1.13, 0.18, 1.09], [-1.70, 1.12, 1.62], [-1.28, -0.17, -0.19], [-2.21, 0.53, -1.06], [-3.66, 0.08, -0.87], [-3.80, -1.40, -1.19], [-4.62, 0.96, -1.70], [-4.55, 2.43, -1.29], [-6.06, 0.47, -1.59], [0.98, 0.20, 2.49], [1.31, -0.37, 3.88], [0.19, -1.27, 4.19], [0.39, -2.26, 5.08], [1.45, -2.42, 5.67], [-0.74, -3.21, 5.35], [-2.07, -2.80, 5.49], [-3.07, -3.62, 5.80], [-2.78, -4.91, 5.97], [-1.48, -5.41, 5.86], [-1.24, -6.82, 6.07], [-1.06, -7.94, 6.23], [-0.44, -4.54, 5.56], [-0.87, -1.19, 3.18], [1.47, -3.36, 0.84], [2.06, -2.24, 2.09], [0.65, -3.29, 2.41], [-0.79, -0.99, -0.51], [-2.11, 1.59, -0.84], [-1.90, 0.36, -2.09], [-3.91, 0.24, 0.19], [-3.67, -1.57, -2.27], [-3.05, -1.99, -0.66], [-4.77, -1.80, -0.91], [-4.31, 0.87, -2.75], [-4.75, 2.54, -0.22], [-3.59, 2.88, -1.50], [-5.31, 3.00, -1.83], [-6.38, 0.45, -0.54], [-6.73, 1.14, -2.13], [-6.20, -0.53, -2.00], [1.83, 0.19, 1.82], [0.60, 1.21, 2.57], [2.23, -0.94, 3.91], [1.38, 0.42, 4.63], [-2.33, -1.76, 5.38], [-3.60, -5.57, 6.20], [0.58, -4.89, 5.51], [-1.63, -0.47, 3.46], [-1.33, -2.16, 3.00]]}

=====

[3]
{"formula": "C3H4N2S2", "method": "the ωB97M-V functional and the def2-TZVPD basis", "energy_ev": -27825.500, "gap_ev": 8.814, "lumo_ha": -0.004, "largest_force_ha_per_bohr": 0.063, "e_homo_ev": -8.928, "e_above_lowest_ev": 1.289, "species": ["N", "C", "C", "S", "C", "N", "S", "H", "H", "H", "H"], "positions_angstrom": [[-1.48, 2.77, -0.13], [-1.19, 1.64, -0.14], [-0.73, 0.23, -0.03], [-1.69, -0.90, -1.12], [0.81, 0.11, -0.18], [1.35, -0.76, 0.66], [1.64, 0.85, -1.41], [-0.98, -0.13, 0.97], [-0.91, -1.94, -0.85], [0.77, -1.06, 1.51], [2.41, -0.81, 0.71]]}

=====

[4]
{"formula": "C6H9NO2", "method": "the ωB97M-V functional and the def2-TZVPD basis", "energy_ev": -11949.006, "gap_ev": 9.822, "lumo_ha": 0.010, "largest_force_ha_per_bohr": 0.286, "e_homo_ev": -9.543, "e_above_lowest_ev": 4.312, "species": ["O", "C", "O", "C", "N", "C", "C", "C", "C", "H", "H", "H", "H", "H", "H", "H", "H", "H"], "positions_angstrom": [[-3.12, -1.25, 0.60], [-2.54, -0.32, 0.03], [-3.18, 0.67, -0.48], [-1.04, -0.30, 0.00], [-0.41, -1.48, -0.13], [1.01, -1.50, -0.15], [1.76, -0.20, -0.30], [1.15, 0.79, 0.60], [-0.30, 1.03, 0.28], [-2.60, 1.32, -0.90], [1.34, -1.93, 0.84], [1.40, -2.27, -1.07], [2.80, -0.14, 0.14], [1.90, 0.32, -1.51], [1.25, 0.34, 1.66], [1.57, 1.99, 0.36], [-0.27, 1.46, -0.89], [-0.71, 1.49, 0.92]]}

=====

[5]
{"formula": "C4H14O3", "method": "the ωB97M-V functional and the def2-TZVPD basis", "energy_ev": -10516.087, "gap_ev": 10.571, "lumo_ha": 0.012, "largest_force_ha_per_bohr": 0.067, "e_homo_ev": -10.248, "e_above_lowest_ev": 1.842, "species": ["C", "C", "C", "C", "O", "H", "H", "H", "H", "H", "H", "H", "H", "H", "H", "O", "H", "H", "O", "H", "H"], "positions_angstrom": [[-1.48, -0.40, -1.34], [-1.20, 0.28, -0.03], [-1.00, -0.67, 1.26], [0.00, -0.11, 2.20], [1.29, -0.59, 1.89], [-2.13, -1.33, -1.33], [-0.47, -0.67, -1.87], [-2.15, 0.32, -1.90], [-0.41, 1.05, 0.07], [-2.06, 0.92, 0.15], [-1.90, -0.89, 1.78], [-0.52, -1.58, 0.93], [-0.12, -0.45, 3.21], [0.01, 1.06, 2.26], [1.75, 0.03, 1.27], [1.95, -1.64, -2.53], [2.78, -1.30, -2.21], [1.25, -1.09, -2.06], [1.72, 2.03, -0.51], [1.72, 2.71, -1.31], [0.97, 2.31, 0.06]]}

=====

[6]
{"formula": "C8H10ClN3O2", "method": "the ωB97M-V functional and the def2-TZVPD basis", "energy_ev": -29543.276, "gap_ev": [6.297, 7.232], "lumo_ha": [-0.024, -0.013], "largest_force_ha_per_bohr": 0.074, "e_homo_ev": [-6.937, -7.580], "e_above_lowest_ev": 0.000, "species": ["C", "C", "C", "C", "C", "C", "C", "C", "N", "N", "N", "O", "O", "Cl", "H", "H", "H", "H", "H", "H", "H", "H", "H", "H"], "positions_angstrom": [[2.04, 0.82, 1.42], [2.84, -1.19, 1.76], [1.61, -0.01, 0.33], [-2.04, -1.58, -0.53], [0.17, 1.52, -1.04], [-1.18, 1.80, -0.20], [0.82, 0.20, -0.75], [-1.88, -0.40, 0.19], [2.78, 0.05, 2.25], [2.14, -1.27, 0.58], [-2.12, 0.79, -0.37], [-2.64, -1.44, -1.82], [-1.77, -2.72, -0.18], [-1.33, -0.50, 1.78], [1.91, 1.86, 1.37], [3.33, -1.97, 2.23], [-0.07, 1.37, -2.14], [0.80, 2.26, -0.52], [-0.98, 1.91, 0.84], [-1.55, 2.73, -0.65], [0.73, -0.63, -1.48], [2.06, -2.18, 0.05], [-2.76, 0.88, -1.14], [-2.94, -2.33, -1.97]]}

=====

[7]
{"formula": "C4H12O3", "method": "the ωB97M-V functional and the def2-TZVPD basis", "energy_ev": -10483.981, "gap_ev": 10.615, "lumo_ha": 0.020, "largest_force_ha_per_bohr": 0.097, "e_homo_ev": -10.071, "e_above_lowest_ev": 1.158, "species": ["C", "C", "C", "C", "O", "H", "H", "H", "H", "H", "H", "H", "H", "O", "H", "H", "O", "H", "H"], "positions_angstrom": [[0.72, 1.33, 0.04], [0.39, 0.03, 0.70], [1.48, -0.26, 1.81], [-0.96, -0.21, 1.28], [-2.00, 0.35, 0.77], [1.74, 1.06, -0.49], [0.10, 1.55, -0.86], [0.85, 2.12, 0.79], [0.45, -0.82, -0.10], [2.37, -0.35, 1.24], [1.47, 0.58, 2.45], [1.29, -1.14, 2.38], [-1.08, -0.93, 2.22], [0.75, -0.89, -2.18], [0.61, -0.94, -3.14], [0.08, -0.27, -1.91], [-2.49, -0.28, -1.88], [-3.19, -0.89, -2.13], [-2.60, -0.05, -1.00]]}

=====

[8]
{"formula": "CH5NO2S2", "method": "the ωB97M-V functional and the def2-TZVPD basis", "energy_ev": -28370.480, "gap_ev": [8.218, 8.219], "lumo_ha": [-0.035, -0.035], "largest_force_ha_per_bohr": 0.059, "e_homo_ev": [-9.162, -9.162], "e_above_lowest_ev": 3.854, "species": ["C", "N", "O", "O", "S", "S", "H", "H", "H", "H", "H"], "positions_angstrom": [[2.00, -0.50, -0.48], [-1.30, -0.03, 0.90], [0.32, 1.90, 0.76], [-0.77, 1.09, -1.32], [-2.41, -1.07, 0.18], [-0.12, 0.82, -0.07], [1.86, -0.81, -1.49], [2.69, 0.30, -0.30], [1.92, -1.25, 0.28], [-0.96, -0.34, 1.80], [-3.23, -0.11, -0.25]]}

=====

[9]
{"formula": "C6H20F3FeO8S", "method": "the ωB97M-V functional and the def2-TZVPD basis", "charge": 1, "spin_multiplicity": 5, "energy_ev": -76294.824, "gap_ev": [10.617, 9.708], "lumo_ha": [-0.102, -0.104], "largest_force_ha_per_bohr": 0.065, "e_homo_ev": [-13.391, -12.542], "species": ["Fe", "C", "F", "F", "F", "S", "O", "O", "O", "C", "O", "H", "H", "H", "H", "C", "O", "H", "H", "H", "H", "C", "O", "H", "H", "H", "H", "C", "O", "H", "H", "H", "H", "C", "O", "H", "H", "H", "H"], "positions_angstrom": [[-0.17, -0.30, 0.08], [2.15, 2.80, -2.28], [1.97, 3.53, -3.37], [2.86, 1.78, -2.55], [2.70, 3.47, -1.31], [0.53, 2.14, -1.75], [1.07, 1.09, -0.75], [-0.40, 3.07, -1.16], [0.02, 1.44, -2.89], [-1.46, 1.39, 2.45], [-0.74, 1.36, 1.22], [-2.54, 1.63, 2.37], [-1.18, 0.40, 2.91], [-0.92, 2.14, 3.08], [-0.68, 2.29, 0.88], [-2.95, 1.01, -1.08], [-1.80, 0.20, -1.35], [-3.32, 0.74, -0.12], [-2.53, 2.03, -1.14], [-3.68, 0.84, -1.80], [-1.48, 0.24, -2.28], [-1.47, -2.80, 2.01], [-1.06, -2.28, 0.75], [-0.75, -2.48, 2.74], [-2.43, -2.33, 2.28], [-1.57, -3.92, 1.99], [-1.46, -2.80, 0.03], [2.60, -0.11, 1.96], [1.49, -0.94, 1.53], [2.06, 0.79, 2.28], [3.25, -0.44, 2.77], [3.05, 0.14, 1.00], [1.71, -1.89, 1.55], [1.31, -2.74, -1.54], [0.65, -1.45, -1.58], [1.11, -3.36, -2.43], [2.40, -2.53, -1.43], [0.85, -3.16, -0.65], [0.84, -0.99, -2.39]]}